Formula: C2H8O2
Source: OMol25
Level of theory: ωB97M-V/def2-TZVPD

Output
relative energy (zero: lowest compared OMol25 entry of this formula, charge and spin)	14.56	kcal per mole
structure (SMILES)	CO.CO
charge	0
2S+1	1
highest occupied orbital energy	-10.06	eV
max |F|	0.4	eV/A

Cartesian coordinates (Å):
O: -21.89388 3.07111 -3.40596
O: -19.86899 5.37349 -2.44548
C: -18.81092 4.42135 -2.55820
C: -23.02411 3.93290 -3.48549
H: -20.65039 4.95219 -2.81696
H: -23.06889 4.62393 -2.63785
H: -17.93424 4.85795 -2.08564
H: -19.04673 3.49489 -2.02803
H: -22.11526 2.35875 -2.80113
H: -23.95877 3.36997 -3.53223
H: -22.92871 4.51435 -4.40098
H: -18.59876 4.19962 -3.60496

Mulliken charges, unit e, in atom order:
1. O -0.5016
2. O -0.5115
3. C -0.4981
4. C -0.6190
5. H 0.3005
6. H 0.2798
7. H 0.2436
8. H 0.2172
9. H 0.2953
10. H 0.3030
11. H 0.2493
12. H 0.2414

Formula: C2H8O2
Source: OMol25
Level of theory: ωB97M-V/def2-TZVPD

Output
relative energy (zero: lowest compared OMol25 entry of this formula, charge and spin)	38.93	kcal per mole
structure (SMILES)	CO.CO
charge	0
2S+1	1
highest occupied orbital energy	-9.79	eV
max |F|	5.9	eV/A

Cartesian coordinates (Å):
O: -1.46027 -0.03371 -0.41696
O: 1.99452 1.33622 1.66015
C: 2.08771 -0.00602 1.28164
C: -2.12707 -0.60947 -1.54648
H: 1.94014 -0.58361 2.23635
H: -3.12516 0.01718 -1.71313
H: -2.53018 -1.52933 -1.15360
H: 3.08814 -0.05426 0.71450
H: -1.90302 0.65597 -0.05484
H: -1.46477 -0.73301 -2.31507
H: 2.04070 1.92079 0.86546
H: 1.45926 -0.38075 0.44197

Mulliken charges, unit e, in atom order:
1. O -0.4681
2. O -0.4966
3. C -0.3803
4. C -0.4590
5. H 0.1957
6. H 0.2166
7. H 0.2334
8. H 0.2201
9. H 0.2797
10. H 0.2040
11. H 0.2848
12. H 0.1698